[1]
The following is a quantum chemistry calculation of C39H43AsClN9OSc as an isolated structure, from OMol25.

```
95
C39H43AsClN9OSc, DFT the ωB97M-V functional and the def2-TZVPD basis
Sc 0.34 -0.70 1.31
Cl 2.68 6.35 1.80
C 1.90 4.81 1.73
C 0.61 4.66 2.25
C -0.03 3.44 2.18
C 0.59 2.34 1.57
O -0.04 1.19 1.44
C 1.91 2.48 1.10
C 2.69 1.37 0.64
N 2.32 0.13 0.56
C 3.29 -0.83 0.14
C 4.36 -0.56 -0.67
C 5.30 -1.57 -0.97
C 5.16 -2.83 -0.46
C 4.04 -3.15 0.34
C 3.83 -4.43 0.90
C 2.72 -4.66 1.66
C 1.80 -3.62 1.84
N 1.95 -2.41 1.34
C 3.09 -2.15 0.62
C 2.55 3.73 1.18
H 0.13 5.50 2.73
H -1.03 3.32 2.59
H 3.72 1.61 0.40
H 4.51 0.42 -1.10
H 6.14 -1.33 -1.61
H 5.89 -3.60 -0.68
H 4.56 -5.21 0.72
H 2.54 -5.62 2.11
H 0.89 -3.80 2.39
H 3.57 3.85 0.83
N -4.35 0.53 0.31
C -3.09 0.60 0.75
N -2.33 -0.42 0.98
C -2.89 -1.69 0.88
N -2.28 -2.69 1.42
N -1.17 -2.21 2.12
C -1.19 -2.41 3.38
C -0.08 -1.87 4.19
C 0.10 -2.24 5.51
C 1.20 -1.73 6.20
C 2.05 -0.87 5.54
C 1.78 -0.53 4.22
N 0.74 -1.01 3.56
C -4.18 -1.86 0.22
C -4.73 -3.11 -0.09
C -5.99 -3.19 -0.64
C -6.73 -2.02 -0.87
C -6.21 -0.78 -0.56
C -4.93 -0.71 -0.02
H -4.91 1.37 0.25
H -2.69 1.59 0.91
H -2.02 -2.93 3.86
H -0.59 -2.92 5.99
H 1.37 -2.01 7.23
H 2.92 -0.45 6.04
H 2.42 0.16 3.69
H -4.16 -4.00 0.13
H -6.42 -4.15 -0.87
H -7.72 -2.10 -1.29
H -6.79 0.12 -0.74
C -1.21 3.30 -4.34
C -1.23 2.23 -3.22
N -0.30 2.59 -2.15
C 1.02 2.85 -2.71
C 1.00 4.10 -3.62
N -0.45 4.48 -3.80
C -1.03 4.93 -2.49
C -0.78 3.79 -1.47
H -2.20 3.65 -4.62
H -0.69 2.97 -5.23
H -0.96 1.26 -3.63
H -2.23 2.15 -2.79
H 1.34 1.97 -3.27
H 1.73 3.01 -1.89
H 1.42 3.93 -4.60
H 1.49 4.97 -3.17
H -0.51 5.25 -4.47
H -2.08 5.14 -2.67
H -0.53 5.86 -2.22
H -1.71 3.56 -0.94
H -0.04 4.10 -0.73
C -1.76 -1.95 -2.23
As -0.06 -1.91 -1.28
C 1.16 -1.37 -2.69
C 0.33 -3.81 -1.21
H -1.57 -2.24 -3.27
H -2.25 -0.98 -2.21
H -2.41 -2.69 -1.77
H 1.27 -2.19 -3.41
H 2.14 -1.12 -2.29
H 0.75 -0.51 -3.21
H -0.01 -4.27 -2.14
H -0.20 -4.27 -0.38
H 1.40 -3.97 -1.10
```

Calculated values
Energy relative to the best compared isomer or geometry (same formula, charge and spin), kJ/mol: 0.0
Multiplicity: 1
Frontier orbital gap, Ha: 0.272
LUMO level, eV: -7.62
Net charge: +3

[2]
The following is a quantum chemistry calculation of a 5-piece molecular cluster, C5H17NO6 overall, from OMol25.

```
29
C5H17NO6, DFT the ωB97M-V functional and the def2-TZVPD basis
O -0.80 0.37 -0.45
C -0.54 1.03 -1.44
O -1.18 2.11 -1.78
C 0.80 0.86 -2.12
C 1.87 1.17 -1.09
C 1.77 0.22 0.05
C 1.37 0.58 1.34
N 1.37 -0.15 2.44
H -2.02 2.24 -1.32
H 0.78 -0.15 -2.54
H 0.83 1.48 -2.99
H 1.58 2.14 -0.67
H 2.89 1.38 -1.41
H 1.88 -0.85 -0.14
H 0.82 1.51 1.46
H 0.44 -0.10 2.87
H 1.66 -1.11 2.27
H -2.03 -1.41 -0.18
H -3.06 -0.91 0.75
O -2.72 -1.74 0.41
H -0.84 -2.81 1.96
H -1.68 -1.76 1.35
O -0.91 -1.84 1.95
H 0.92 -3.03 -0.89
H 1.61 -2.33 -2.21
O 1.05 -3.02 -1.84
H -1.80 1.29 1.28
H -1.69 2.75 1.54
O -2.37 2.07 1.38
```

Calculated values
Energy relative to the best compared isomer or geometry (same formula, charge and spin), kJ/mol: 0.0
Multiplicity: 2
Frontier orbital gap (alpha / beta), Ha: 0.390 / 0.275
LUMO level (alpha / beta), eV: -3.67 / -7.04
Net charge: +1

[3]
The following is a quantum chemistry calculation of a 23-piece molecular cluster, C33H16Cl88F13PS overall, from OMol25.

```
152
C33H16Cl88F13PS, DFT the ωB97M-V functional and the def2-TZVPD basis
C 4.56 1.53 1.27
C 4.24 0.06 1.82
C 3.82 -1.01 0.66
P 4.48 -0.30 -0.98
C 5.08 -1.72 -2.13
C 5.26 -3.11 -1.36
C 3.10 0.56 -1.97
C 1.80 0.94 -1.11
C 0.54 0.09 -1.65
F 0.18 0.68 -2.88
F 1.03 -1.24 -1.79
C -0.62 0.18 -0.54
F -0.22 -0.63 0.52
F -0.71 1.55 -0.21
C -2.08 -0.22 -1.14
F -2.53 0.98 -1.75
F -1.81 -1.21 -2.12
C -3.02 -0.74 0.03
F -2.63 -2.07 0.28
F -2.87 -0.02 1.23
S -4.86 -0.79 -0.34
F -5.19 -0.80 1.31
F -5.03 0.85 -0.34
F -4.63 -0.91 -1.97
F -4.85 -2.47 -0.25
F -6.49 -0.90 -0.61
H 5.61 1.63 0.79
H 3.74 1.98 0.61
H 4.60 2.22 2.19
H 5.22 -0.33 2.27
H 3.45 0.09 2.64
H 4.31 -1.99 0.96
H 2.69 -1.14 0.58
H 4.48 -1.79 -3.08
H 6.14 -1.39 -2.45
H 5.46 -3.92 -2.13
H 4.31 -3.40 -0.80
H 6.16 -3.10 -0.65
H 3.55 1.56 -2.32
H 2.85 -0.01 -2.94
H 1.54 2.03 -1.33
H 1.93 0.87 0.01
C -5.29 -0.72 5.08
Cl -6.58 -1.79 5.66
Cl -4.30 -1.58 3.88
Cl -6.01 0.72 4.34
Cl -4.26 -0.24 6.45
C -1.17 -3.66 -4.91
Cl -2.27 -4.74 -4.02
Cl 0.06 -4.63 -5.76
Cl -2.09 -2.71 -6.10
Cl -0.36 -2.57 -3.76
C 5.29 -2.03 -6.14
Cl 6.27 -3.31 -5.38
Cl 3.57 -2.46 -6.02
Cl 5.58 -0.50 -5.30
Cl 5.75 -1.87 -7.84
C -0.84 2.73 3.07
Cl -1.61 3.28 1.57
Cl -0.50 4.12 4.11
Cl -1.92 1.60 3.92
Cl 0.69 1.90 2.68
C 7.65 -5.11 1.44
Cl 9.27 -4.59 1.95
Cl 6.47 -3.83 1.80
Cl 7.66 -5.44 -0.31
Cl 7.20 -6.59 2.31
C -2.05 -2.42 9.43
Cl -1.02 -1.48 8.33
Cl -1.09 -3.74 10.14
Cl -2.65 -1.37 10.73
Cl -3.42 -3.10 8.53
C -4.20 0.70 -7.09
Cl -5.77 0.97 -7.88
Cl -4.46 -0.07 -5.52
Cl -3.21 -0.36 -8.11
Cl -3.38 2.25 -6.87
C -9.18 -2.12 2.08
Cl -9.97 -1.92 0.49
Cl -9.90 -0.99 3.24
Cl -9.41 -3.79 2.64
Cl -7.44 -1.78 1.94
C 8.25 1.56 -1.07
Cl 7.47 1.78 -2.65
Cl 7.51 2.68 0.10
Cl 8.02 -0.10 -0.52
Cl 9.98 1.91 -1.21
C -11.77 0.07 -2.88
Cl -11.34 -0.09 -4.60
Cl -11.82 -1.54 -2.13
Cl -10.54 1.06 -2.06
Cl -13.36 0.84 -2.73
C -15.15 0.43 -6.49
Cl -15.17 -0.83 -5.24
Cl -13.66 1.38 -6.36
Cl -15.23 -0.33 -8.09
Cl -16.55 1.50 -6.28
C 3.27 -7.08 1.38
Cl 4.28 -6.15 0.27
Cl 4.22 -8.41 2.09
Cl 2.68 -6.02 2.68
Cl 1.88 -7.76 0.50
C 13.85 0.98 -1.14
Cl 13.08 1.52 -2.64
Cl 14.19 2.38 -0.10
Cl 12.76 -0.14 -0.28
Cl 15.37 0.14 -1.52
C -7.73 -1.94 -4.38
Cl -8.49 -1.44 -5.90
Cl -7.43 -0.50 -3.39
Cl -8.83 -3.04 -3.52
Cl -6.19 -2.77 -4.70
C 9.35 6.68 -0.78
Cl 9.90 7.66 -2.16
Cl 8.09 7.56 0.11
Cl 8.70 5.14 -1.37
Cl 10.72 6.37 0.30
C -2.78 -5.68 5.06
Cl -4.07 -6.75 5.63
Cl -1.79 -6.53 3.85
Cl -3.49 -4.22 4.32
Cl -1.76 -5.20 6.43
C -4.63 -7.56 9.90
Cl -3.60 -6.61 8.81
Cl -3.68 -8.88 10.60
Cl -5.24 -6.51 11.20
Cl -6.00 -8.23 8.99
C 6.03 10.63 -1.43
Cl 5.24 11.18 -2.93
Cl 6.37 12.03 -0.39
Cl 4.95 9.50 -0.58
Cl 7.55 9.81 -1.83
C 15.96 1.83 -5.36
Cl 17.27 1.53 -4.19
Cl 14.75 0.53 -5.23
Cl 15.20 3.39 -5.01
Cl 16.63 1.85 -7.00
C -12.04 -0.37 6.97
Cl -11.49 0.60 5.59
Cl -13.30 0.51 7.85
Cl -12.70 -1.92 6.38
Cl -10.67 -0.69 8.05
C 5.99 13.23 -6.27
Cl 6.52 14.22 -7.64
Cl 4.73 14.10 -5.36
Cl 5.34 11.69 -6.86
Cl 7.37 12.92 -5.20
C -9.34 3.34 7.85
Cl -10.92 3.65 7.10
Cl -9.57 2.55 9.42
Cl -8.37 2.30 6.79
Cl -8.50 4.89 8.09
```

Calculated values
Multiplicity: 1
Frontier orbital gap, Ha: 0.237
LUMO level, eV: -1.31
Net charge: 0

[4]
The following is a quantum chemistry calculation of an isolated molecule of C11H16ClN, from OMol25.

```
29
C11H16ClN, DFT the ωB97M-V functional and the def2-TZVPD basis
C 4.83 -1.49 0.42
C 3.44 -1.64 -0.30
C 2.44 -0.57 -0.02
C 2.66 0.83 -0.56
N 1.70 1.78 -0.23
C 0.43 1.77 -0.98
C -0.56 0.94 -0.14
C -0.55 1.09 1.21
C -1.52 0.46 1.97
C -2.55 -0.33 1.42
C -2.56 -0.37 0.03
Cl -3.97 -1.09 -0.77
C -1.62 0.29 -0.80
H 5.27 -0.56 0.24
H 4.66 -1.65 1.57
H 5.53 -2.31 0.12
H 3.66 -1.78 -1.40
H 2.96 -2.62 -0.01
H 1.46 -0.82 -0.31
H 2.30 -0.49 1.06
H 2.85 0.71 -1.61
H 3.58 1.32 -0.09
H 2.08 2.73 -0.22
H 0.20 2.87 -0.92
H 0.41 1.34 -2.06
H 0.33 1.58 1.69
H -1.35 0.56 3.00
H -3.31 -0.85 1.95
H -1.61 0.24 -1.87
```

Calculated values
Energy relative to the best compared isomer or geometry (same formula, charge and spin), kJ/mol: 57.0
Multiplicity: 1
Structure (SMILES): CCCCNCc1cccc(Cl)c1
Frontier orbital gap, Ha: 0.356
LUMO level, eV: 0.79
Net charge: 0

[5]
The following is a quantum chemistry calculation of C27H23IN4ORh as an isolated structure, from OMol25.

```
57
C27H23IN4ORh, DFT the ωB97M-V functional and the def2-TZVPD basis
Rh -0.35 -0.27 0.50
I 2.42 -0.17 0.08
C 2.53 -0.03 2.23
C 3.77 0.05 2.80
C 3.89 0.12 4.19
C 2.78 0.09 4.99
C 1.49 0.04 4.42
C 0.32 0.05 5.22
C -0.93 0.00 4.66
C -1.07 -0.05 3.27
C 0.04 -0.06 2.46
C 1.35 -0.02 3.00
H 4.65 0.06 2.18
H 4.88 0.18 4.63
H 2.88 0.13 6.06
H 0.43 0.10 6.29
H -1.82 0.01 5.28
H -2.07 -0.06 2.83
C -5.36 -2.74 -0.11
C -5.53 -1.38 0.10
C -4.49 -0.51 -0.09
C -3.23 -1.00 -0.52
C -3.05 -2.38 -0.70
C -4.11 -3.24 -0.50
N -2.22 -0.13 -0.80
N -2.46 1.11 -1.05
C -1.67 2.07 -0.58
C -1.99 3.42 -0.80
C -1.14 4.40 -0.36
C 0.04 4.07 0.31
C 0.35 2.73 0.56
C -0.50 1.71 0.17
H -6.19 -3.42 0.01
H -6.50 -1.01 0.40
H -4.60 0.56 0.06
H -2.09 -2.74 -1.03
H -3.98 -4.29 -0.67
H -2.92 3.64 -1.31
H -1.38 5.44 -0.55
H 0.71 4.84 0.64
H 1.28 2.52 1.07
N -0.12 -2.33 0.50
C 0.43 -3.33 0.32
N 1.07 -4.44 0.16
C 1.25 -5.36 1.27
C 0.22 -6.48 1.12
O 0.38 -7.13 -0.12
C 0.16 -6.24 -1.19
C 1.16 -5.09 -1.15
H 1.13 -4.84 2.22
H 2.27 -5.77 1.20
H -0.80 -6.05 1.19
H 0.33 -7.23 1.90
H -0.87 -5.84 -1.14
H 0.27 -6.83 -2.10
H 0.97 -4.38 -1.95
H 2.18 -5.47 -1.24
```

Calculated values
Energy relative to the best compared isomer or geometry (same formula, charge and spin), kJ/mol: 155.8
Multiplicity: 1
Frontier orbital gap, Ha: 0.214
LUMO level, eV: -4.79
Net charge: +1

[6]
The following is a quantum chemistry calculation of C58H56FGeN2O3P3Rb as an isolated structure, from OMol25.

```
125
C58H56FGeN2O3P3Rb, DFT the ωB97M-V functional and the def2-TZVPD basis
Rb 0.39 1.68 -0.27
F -0.34 -0.63 0.35
Ge -1.01 -2.13 0.93
C 0.11 -2.64 2.45
C -0.13 -3.92 2.97
C 0.56 -4.43 4.05
C 1.54 -3.65 4.65
C 1.82 -2.40 4.15
C 1.14 -1.87 3.05
P 1.60 -0.18 2.45
C 3.19 -0.47 1.57
C 4.27 -1.16 2.14
C 5.47 -1.29 1.46
C 5.61 -0.74 0.19
C 4.55 -0.09 -0.41
C 3.35 0.05 0.28
C 2.09 0.61 4.02
C 1.06 0.82 4.94
C 1.29 1.51 6.12
C 2.56 2.02 6.39
C 3.58 1.83 5.48
C 3.35 1.13 4.30
C -0.85 -3.41 -0.54
C -1.45 -4.65 -0.31
C -1.40 -5.69 -1.23
C -0.74 -5.50 -2.43
C -0.16 -4.27 -2.69
C -0.21 -3.22 -1.78
P 0.63 -1.66 -2.30
C 2.33 -2.37 -2.47
C 2.78 -3.03 -1.32
C 4.04 -3.59 -1.26
C 4.90 -3.48 -2.34
C 4.48 -2.80 -3.47
C 3.20 -2.25 -3.54
C -0.10 -1.46 -3.98
C -1.48 -1.61 -4.07
C -2.16 -1.32 -5.24
C -1.47 -0.86 -6.36
C -0.10 -0.70 -6.28
C 0.58 -0.99 -5.10
C -2.89 -1.81 1.36
C -3.52 -2.90 1.98
C -4.88 -2.91 2.24
C -5.65 -1.81 1.88
C -5.04 -0.72 1.30
C -3.67 -0.69 1.04
P -2.93 0.88 0.43
C -3.98 1.36 -0.99
C -5.32 1.76 -1.00
C -5.96 2.08 -2.18
C -5.28 1.98 -3.39
C -3.96 1.57 -3.41
C -3.32 1.27 -2.22
C -3.28 1.97 1.86
C -2.43 1.74 2.94
C -2.58 2.44 4.12
C -3.56 3.42 4.23
C -4.39 3.68 3.16
C -4.26 2.95 1.98
H -0.88 -4.55 2.52
H 0.34 -5.42 4.42
H 2.09 -4.03 5.51
H 2.57 -1.80 4.64
H 4.17 -1.58 3.13
H 6.29 -1.81 1.92
H 6.55 -0.85 -0.34
H 4.64 0.31 -1.41
H 2.53 0.55 -0.21
H 0.07 0.42 4.75
H 0.49 1.64 6.83
H 2.74 2.56 7.31
H 4.57 2.22 5.68
H 4.16 0.98 3.60
H -1.99 -4.84 0.60
H -1.87 -6.63 -1.01
H -0.68 -6.29 -3.16
H 0.35 -4.12 -3.64
H 2.12 -3.13 -0.46
H 4.35 -4.10 -0.36
H 5.89 -3.92 -2.30
H 5.14 -2.71 -4.33
H 2.92 -1.75 -4.45
H -2.05 -1.96 -3.21
H -3.23 -1.45 -5.28
H -2.00 -0.64 -7.27
H 0.46 -0.35 -7.14
H 1.65 -0.83 -5.08
H -2.96 -3.76 2.30
H -5.34 -3.76 2.72
H -6.72 -1.81 2.07
H -5.65 0.15 1.07
H -5.88 1.82 -0.08
H -6.99 2.39 -2.17
H -5.79 2.22 -4.32
H -3.43 1.46 -4.35
H -2.28 0.94 -2.25
H -1.64 1.00 2.85
H -1.92 2.24 4.96
H -3.68 3.97 5.15
H -5.15 4.44 3.23
H -4.91 3.19 1.15
N 2.74 3.18 -1.96
C 2.41 4.09 -3.06
C 1.82 5.41 -2.59
C 0.34 5.41 -2.23
N 0.05 4.63 -1.02
H 3.51 3.56 -1.42
H 3.07 2.30 -2.34
H 1.70 3.58 -3.71
H 3.30 4.31 -3.67
H 1.95 6.14 -3.39
H 2.40 5.80 -1.75
H -0.23 4.98 -3.06
H 0.00 6.45 -2.13
H -0.91 4.77 -0.74
H 0.61 4.97 -0.25
O 0.26 3.61 2.32
H -0.42 4.18 2.70
H 0.56 3.06 3.05
O 0.10 1.71 -3.30
H -0.58 2.38 -3.44
H 0.09 1.17 -4.10
O 3.45 3.60 1.08
C 2.75 2.83 1.50
```

Calculated values
Energy relative to the best compared isomer or geometry (same formula, charge and spin), kJ/mol: 108.1
Multiplicity: 1
Frontier orbital gap, Ha: 0.310
LUMO level, eV: -1.61
Net charge: +1

[7]
The following is a quantum chemistry calculation of an isolated molecule of C2H4F2NP, from OMol25.

```
10
C2H4F2NP, DFT the ωB97M-V functional and the def2-TZVPD basis
F 1.27 1.85 0.06
C 1.63 0.52 0.07
C 0.41 -0.41 0.22
N -0.72 0.13 0.21
P -2.30 -0.72 0.14
F -3.07 0.63 -0.11
H 2.16 0.54 1.11
H 2.21 0.24 -0.89
H 0.69 -1.59 0.34
H -2.28 -1.19 -1.14
```

Calculated values
Energy relative to the best compared isomer or geometry (same formula, charge and spin), kJ/mol: 48.4
Multiplicity: 1
Structure (SMILES): FC/C=N/PF
Frontier orbital gap, Ha: 0.365
LUMO level, eV: 0.68
Net charge: 0

Number 1: E -5536.05513 Ha. Number 2: E -706.59421 Ha. Number 3: E -43801.23620 Ha. Number 4: E -943.64997 Ha. Number 5: E -1744.84345 Ha. Number 6: E -5803.83976 Ha. Number 7: E -674.41027 Ha.